i | {
  "formula": "C3H6FN",
  "method": "ωB97M-V/def2-TZVPD",
  "orbital_gap_ev": 10.664,
  "species": ["F", "N", "C", "C", "C", "H", "H", "H", "H", "H", "H"],
  "coordinates": [[-0.9791, -1.3928, 0.1539], [1.6039, -0.4942, 0.0101], [-0.8670, -0.1374, -0.5341], [0.4156, 0.2593, -0.6171], [-0.5868, 0.8536, 0.4756], [-1.1557, 1.7973, 0.7494], [0.5219, 0.7872, -1.4980], [1.5381, -0.2562, 1.3002], [-1.6178, -0.0811, -1.3610], [1.4547, -1.5733, -0.1490], [-0.3280, 0.2376, 1.4701]],
  "lowdin_charge": [-0.070, -0.020, -0.376, -0.298, -0.043, 0.114, 0.106, 0.200, 0.168, 0.089, 0.130]
}



ii | {
  "formula": "C3H6FN",
  "method": "ωB97M-V/def2-TZVPD",
  "smiles": "N[C@@H]1C[C@@H]1F",
  "orbital_gap_ev": 10.634,
  "species": ["F", "N", "C", "C", "C", "H", "H", "H", "H", "H", "H"],
  "coordinates": [[-0.6507, 1.6772, -0.1076], [-1.2940, -0.9346, -0.3873], [0.4386, 0.8479, -0.2885], [0.7763, -0.1425, 0.7803], [0.0570, -0.6026, -0.4443], [0.3254, 0.0631, 1.7413], [-1.6195, -0.6023, 0.5439], [1.8436, -0.2235, 1.0064], [0.6488, -1.2350, -1.0649], [1.2388, 1.4070, -0.7596], [-1.7643, -0.2547, -1.0197]],
  "lowdin_charge": [-0.018, 0.044, -0.267, -0.069, -0.361, 0.108, 0.094, 0.107, 0.125, 0.139, 0.097]
}



The least stable of them is i.



i | {
  "formula": "C6H6N2O",
  "method": "ωB97M-V/def2-TZVPD",
  "smiles": "CC(=O)c1cnccn1",
  "orbital_gap_ev": 9.802,
  "species": ["O", "N", "N", "C", "C", "C", "C", "C", "C", "H", "H", "H", "H", "H", "H"],
  "coordinates": [[-2.2271, -0.8310, -1.0210], [0.4260, 1.0967, -0.3702], [1.9816, -1.0647, 0.3722], [-2.4589, 0.7084, 0.8637], [-0.1676, -0.0516, -0.0376], [-1.6822, -0.1829, -0.0620], [0.6055, -1.1629, 0.3145], [2.5356, 0.1003, 0.0643], [1.6882, 1.2015, -0.3806], [-3.5129, 0.7042, 0.5963], [2.0568, 2.0455, -0.5160], [-2.3897, 1.7545, 0.8418], [3.5771, -0.0280, 0.1413], [-2.2680, 0.3839, 1.7853], [0.3759, -2.1130, 0.7312]],
  "lowdin_charge": [0.054, 0.136, 0.058, -0.002, -0.199, -0.299, -0.032, -0.063, -0.089, 0.095, 0.029, 0.076, 0.088, 0.041, 0.106]
}



ii | {
  "formula": "C6H6N2O",
  "method": "ωB97M-V/def2-TZVPD",
  "smiles": "C#C[C@@]12C[C@H]1N=CNO2",
  "orbital_gap_ev": 9.570,
  "species": ["O", "N", "N", "C", "C", "C", "C", "C", "C", "H", "H", "H", "H", "H", "H"],
  "coordinates": [[0.8786, -0.2352, 1.3608], [1.0981, -1.4204, 0.6300], [-0.9971, -1.2025, -0.8614], [-1.2987, -0.3789, 0.3297], [-1.5684, 1.0452, 0.5640], [0.6302, 0.9870, -0.4423], [0.1978, -1.6161, -0.5520], [-0.0465, 0.4547, 0.5204], [1.2523, 1.5083, -1.3169], [-1.6343, 1.8810, -0.2733], [0.6523, -2.3795, -1.1285], [2.0299, -1.3938, 0.0714], [-1.9094, 1.5293, 1.5760], [2.1206, 2.2606, -1.7441], [-1.4055, -1.0396, 1.2664]],
  "lowdin_charge": [-0.052, 0.031, 0.112, -0.250, 0.050, -0.219, -0.188, -0.479, 0.134, 0.154, 0.107, 0.162, 0.139, 0.118, 0.183]
}



The least stable of them is ii.



i | {
  "formula": "ClH2NO2Si",
  "method": "ωB97M-V/def2-TZVPD",
  "smiles": "O=[SiH2].O=NCl",
  "orbital_gap_ev": 9.686,
  "species": ["Cl", "Si", "O", "O", "N", "H", "H"],
  "coordinates": [[0.3282, -3.5237, -3.8765], [-0.6426, -0.1239, -0.1131], [1.0373, -3.2367, -1.4678], [-1.5794, -1.0776, -0.8051], [1.4856, -3.2288, -2.5403], [-0.9605, 1.2725, 0.1589], [0.7044, -0.4427, 0.3353]],
  "lowdin_charge": [0.452, 0.617, -0.052, -0.447, -0.406, -0.085, -0.080]
}



ii | {
  "formula": "ClH2NO2Si",
  "method": "ωB97M-V/def2-TZVPD",
  "smiles": "O=[SiH2].O=NCl",
  "orbital_gap_ev": 9.390,
  "species": ["Cl", "Si", "O", "O", "N", "H", "H"],
  "coordinates": [[2.9543, -0.5400, -3.5668], [0.5129, 0.6436, -0.7267], [0.8653, 1.0376, -3.6163], [1.4002, -0.5793, -0.7963], [1.2315, -0.0872, -3.6533], [0.0680, 1.6017, -1.8924], [-0.0832, 1.2005, 0.3791]],
  "lowdin_charge": [0.495, 0.651, -0.147, -0.435, -0.430, -0.024, -0.110]
}



The least stable of them is ii.